No. 1
{
  "formula": "C10H13O2",
  "method": "the ωB97M-V functional and the def2-TZVPD basis",
  "total_charge": -1,
  "lumo_energy_ha": 0.1212,
  "molar_mass_g_mol": 165.212,
  "e_above_lowest_ev": 1.380,
  "energy_ha": -539.3414,
  "species": ["C", "C", "C", "O", "O", "H", "H", "H", "H", "H", "C", "C", "C", "C", "C", "C", "C", "H", "H", "H", "H", "H", "H", "H", "H"],
  "coordinates": [[-1.314, 0.075, 2.654], [-0.367, 1.259, 2.881], [-2.492, 0.567, 1.648], [-2.275, 0.678, 0.385], [-3.482, 0.849, 2.406], [-0.716, -0.753, 2.256], [-1.771, -0.257, 3.590], [0.326, 1.285, 1.958], [0.200, 1.165, 3.752], [-0.971, 2.205, 2.925], [2.126, 1.327, -1.781], [0.997, -2.260, -1.639], [1.790, -1.075, -1.703], [-0.398, -2.187, -1.594], [1.204, 0.140, -1.726], [-0.936, -0.930, -1.515], [-0.159, 0.186, -1.653], [1.635, -3.221, -1.606], [2.891, -1.116, -1.761], [-0.933, -3.153, -1.476], [-1.929, -0.676, -1.129], [1.585, 2.139, -1.291], [2.632, 1.462, -2.803], [-0.767, 1.098, -1.522], [3.123, 1.193, -1.254]]
}

No. 2
{
  "formula": "C10H13O3",
  "method": "the ωB97M-V functional and the def2-TZVPD basis",
  "total_charge": -1,
  "lumo_energy_ha": 0.1168,
  "molar_mass_g_mol": 181.211,
  "e_above_lowest_ev": 0.814,
  "energy_ha": -614.6314,
  "species": ["C", "C", "C", "O", "O", "H", "H", "H", "H", "H", "C", "C", "C", "C", "C", "C", "C", "O", "H", "H", "H", "H", "H", "H", "H", "H"],
  "coordinates": [[1.451, 3.311, 0.617], [0.196, 2.974, -0.221], [2.548, 2.322, 0.117], [3.250, 2.799, -0.802], [2.692, 1.223, 0.708], [1.892, 4.235, 0.243], [1.294, 3.319, 1.696], [0.274, 3.433, -1.207], [-0.696, 3.405, 0.259], [0.080, 1.894, -0.229], [-2.551, -2.597, -1.602], [-0.855, -1.261, 1.542], [0.461, -1.294, 1.136], [-1.823, -1.839, 0.724], [-1.522, -2.291, -0.535], [0.776, -1.666, -0.180], [-0.196, -2.171, -1.004], [1.415, -0.731, 1.921], [-1.175, -0.796, 2.462], [-2.818, -1.987, 1.148], [1.808, -1.504, -0.470], [2.034, -0.207, 1.348], [-3.085, -3.545, -1.457], [-2.089, -2.503, -2.574], [0.004, -2.650, -1.958], [-3.365, -1.873, -1.681]]
}

No. 3
{
  "formula": "C10H14BBrF3N3O3P",
  "method": "the ωB97M-V functional and the def2-TZVPD basis",
  "total_charge": 1,
  "lumo_energy_ha": -0.2045,
  "molar_mass_g_mol": 402.924,
  "smiles": "C[C@H](Br)Cc1c([PH2]=N)c(C(=O)OC(F)(F)F)cc[n+]1B(N)O",
  "energy_ha": -4018.9096,
  "species": ["C", "C", "Br", "C", "C", "C", "P", "N", "C", "C", "O", "O", "C", "F", "F", "F", "C", "C", "N", "B", "N", "O", "H", "H", "H", "H", "H", "H", "H", "H", "H", "H", "H", "H", "H", "H"],
  "coordinates": [[2.871, -0.973, -0.052], [2.863, 0.097, -1.252], [4.743, 0.768, -1.533], [1.808, 1.298, -1.072], [0.359, 0.690, -0.718], [-0.152, 0.719, 0.770], [0.789, 1.476, 2.225], [1.751, 0.462, 2.999], [-1.538, 0.084, 1.060], [-2.214, -0.004, 2.523], [-2.867, 0.977, 2.906], [-2.041, -1.236, 3.240], [-3.248, -1.990, 3.282], [-3.651, -2.495, 2.016], [-4.350, -1.300, 3.817], [-3.001, -3.112, 4.099], [-2.367, -0.561, -0.099], [-1.769, -0.491, -1.515], [-0.462, 0.117, -1.782], [-0.035, 0.101, -3.248], [-0.119, 1.379, -4.050], [0.425, -1.067, -3.934], [2.137, -0.748, 0.793], [2.555, -2.000, -0.481], [3.906, -1.091, 0.415], [2.608, -0.475, -2.210], [1.786, 1.978, -2.004], [2.087, 2.001, -0.199], [-0.210, 1.917, 3.181], [1.509, 2.639, 1.739], [1.449, 0.359, 3.982], [-3.383, -1.051, 0.036], [-2.353, -0.952, -2.375], [0.836, 1.736, -4.214], [-0.673, 2.025, -3.467], [0.048, -1.082, -4.846]]
}

No. 4
{
  "formula": "C10H14BBrMnN6",
  "method": "the ωB97M-V functional and the def2-TZVPD basis",
  "multiplicity": 4,
  "total_charge": 2,
  "lumo_energy_ha": [-0.3240, -0.4360],
  "molar_mass_g_mol": 363.918,
  "s2": 3.83,
  "energy_ha": -4467.2391,
  "species": ["H", "N", "B", "N", "C", "Mn", "H", "C", "H", "C", "H", "C", "H", "H", "H", "N", "N", "N", "N", "C", "C", "H", "H", "C", "C", "C", "C", "H", "H", "H", "H", "H", "Br"],
  "coordinates": [[0.935, 3.118, 0.265], [0.536, 1.678, -1.225], [0.184, 0.348, -3.364], [0.555, 1.663, -2.608], [0.917, 2.890, -3.032], [0.353, 0.054, -0.167], [0.987, 3.107, -4.084], [1.122, 3.699, -1.917], [1.414, 4.734, -1.917], [0.867, 2.915, -0.798], [0.225, 0.451, -4.511], [-0.828, -1.438, 1.174], [-0.696, -1.584, 2.257], [0.055, -1.915, 0.769], [-1.704, -1.907, 0.709], [-1.253, -0.036, -2.878], [1.155, -0.758, -2.841], [-1.477, -0.160, -1.510], [1.235, -1.010, -1.491], [-2.413, -0.255, -3.559], [2.031, -1.564, -3.483], [-2.475, -0.169, -4.643], [2.157, -1.518, -4.562], [-3.411, -0.551, -2.613], [2.677, -2.358, -2.530], [-2.778, -0.497, -1.347], [2.151, -1.996, -1.287], [-4.447, -0.761, -2.813], [3.445, -3.089, -2.721], [-3.200, -0.702, -0.373], [2.368, -2.364, -0.295], [-0.925, -0.344, 1.016], [1.964, 0.573, 1.554]]
}

No. 5
{
  "formula": "C10H14BEuN7O2",
  "method": "the ωB97M-V functional and the def2-TZVPD basis",
  "multiplicity": 8,
  "total_charge": 2,
  "lumo_energy_ha": [-0.3443, -0.4268],
  "molar_mass_g_mol": 427.045,
  "e_above_lowest_ev": 0.000,
  "s2": 15.78,
  "energy_ha": -1657.7760,
  "species": ["C", "N", "N", "C", "C", "B", "N", "N", "C", "C", "C", "Eu", "N", "N", "C", "C", "C", "H", "H", "H", "H", "H", "H", "H", "H", "H", "H", "H", "C", "H", "H", "H", "O", "N", "O"],
  "coordinates": [[0.538, -2.465, 2.467], [-0.275, -1.965, 1.513], [-1.422, -2.756, 1.481], [-1.307, -3.734, 2.393], [-0.080, -3.602, 3.048], [-2.544, -2.485, 0.443], [-2.972, -0.985, 0.409], [-2.036, 0.030, 0.225], [-2.732, 1.182, 0.176], [-4.115, 0.913, 0.293], [-4.212, -0.469, 0.439], [0.560, -0.622, -0.251], [-1.995, -2.806, -0.987], [-0.901, -2.067, -1.472], [-0.693, -2.480, -2.747], [-1.626, -3.485, -3.068], [-2.414, -3.654, -1.933], [0.104, -2.036, -3.345], [-3.242, -4.305, -1.713], [-1.710, -4.009, -3.997], [-3.490, -3.177, 0.675], [-5.058, -1.127, 0.552], [-2.122, -4.442, 2.500], [-4.919, 1.616, 0.276], [0.322, -4.213, 3.826], [-2.241, 2.140, 0.066], [1.495, -2.007, 2.684], [-0.346, 1.130, -2.299], [0.050, 2.156, -2.208], [-0.737, 2.867, -2.518], [0.316, 2.404, -1.173], [0.947, 2.260, -2.825], [2.674, 0.573, -0.584], [3.370, -0.488, -0.520], [2.701, -1.563, -0.336]]
}

No. 6
{
  "formula": "C10H14BMgN7O3",
  "method": "the ωB97M-V functional and the def2-TZVPD basis",
  "total_charge": 2,
  "lumo_energy_ha": [-0.4177, -0.3998],
  "molar_mass_g_mol": 315.385,
  "e_above_lowest_ev": 0.000,
  "energy_ha": -1222.7011,
  "species": ["C", "N", "N", "C", "C", "B", "N", "N", "C", "C", "C", "Mg", "N", "N", "C", "C", "C", "H", "H", "H", "H", "H", "H", "H", "H", "H", "H", "H", "C", "H", "H", "H", "O", "N", "O", "O"],
  "coordinates": [[2.895, -0.266, 0.023], [1.632, -0.202, -0.451], [1.732, 0.019, -1.813], [3.026, 0.045, -2.179], [3.807, -0.120, -1.040], [0.483, 0.203, -2.718], [-0.451, -1.008, -2.433], [-0.781, -1.410, -1.144], [-1.623, -2.457, -1.274], [-1.794, -2.762, -2.635], [-1.027, -1.834, -3.327], [-0.133, -0.835, 0.888], [-0.253, 1.525, -2.300], [-0.681, 1.605, -1.012], [-1.202, 2.813, -0.821], [-1.152, 3.534, -2.037], [-0.537, 2.676, -2.952], [-1.575, 3.114, 0.142], [-0.282, 2.787, -3.997], [-1.506, 4.526, -2.210], [0.783, 0.258, -3.875], [-0.840, -1.698, -4.385], [3.291, 0.169, -3.222], [-2.392, -3.545, -3.050], [4.878, -0.138, -0.980], [-2.074, -2.938, -0.418], [3.103, -0.415, 1.079], [-1.998, -0.251, 0.920], [-2.019, -1.088, 1.655], [-2.812, -1.758, 1.321], [-1.126, -1.759, 1.808], [-2.268, -0.663, 2.630], [1.293, 1.159, 3.699], [0.796, 0.547, 2.774], [-0.009, 1.075, 1.910], [1.049, -0.736, 2.576]]
}

Q: Number 1 is which compound?
A: C10H13O2